Entry 1:
117
Properties=species:S:1:pos:R:3:forces:R:3:lowdin_charge:R:1 method="wB97M-V/def2-TZVPD" total_energy_ha=-2091.79891 e_lumo_ev=0.60 e_above_lowest_kcal_mol=65.0 spin_multiplicity=1 e_homo_ev=-9.18
O 16.40492 1.46157 -5.37208 -0.1329 -1.6996 -0.4660 -0.136
O 21.13597 4.55990 -1.44797 -0.2470 0.2613 -0.2758 -0.177
O 18.33367 8.01557 -1.23671 -0.6317 -0.2788 0.0861 -0.137
O 23.42867 7.57863 2.05104 -0.0588 0.5423 1.5397 -0.139
O 21.63131 8.62516 -3.97515 0.4242 -0.1819 -0.5861 -0.119
O 18.42480 5.77162 -5.93429 -0.5212 -1.0372 1.7781 -0.174
O 23.92348 2.43504 -4.88612 -0.8324 -1.0505 -1.2712 -0.175
O 23.23504 -1.44075 0.76364 1.5533 -2.0662 -1.0426 -0.172
O 20.62138 2.71859 -7.27623 -1.2405 1.2189 -0.4991 -0.158
C 14.45723 2.50816 -5.93821 -0.3104 0.5267 -0.5691 -0.158
C 23.50758 8.17689 0.79452 -0.2679 -0.1561 -0.5084 -0.212
C 21.06639 0.48444 -7.50217 0.0416 -0.5263 0.5000 -0.156
C 25.65420 1.37489 -3.78827 1.0610 -1.0849 0.1270 -0.168
C 15.01653 1.44350 -5.03711 0.3366 -0.0460 0.9640 -0.204
C 20.14274 9.84202 -5.29512 0.9095 0.8847 -1.3365 -0.179
C 24.38672 3.41652 -3.99964 0.0848 -0.2013 -0.2445 -0.217
C 17.47731 5.86792 -0.79293 -0.0002 -0.2134 0.6964 -0.149
C 23.07690 -2.01067 2.08438 0.2554 1.1704 -1.7735 -0.156
C 22.67829 0.37303 1.88967 -0.0554 1.1376 0.4990 -0.170
C 20.54076 3.72461 -3.51685 -0.7206 0.8485 -1.3100 -0.174
C 25.67239 2.85413 -3.43178 0.5087 0.5601 0.9609 -0.153
C 20.30319 1.52113 -6.65878 0.9126 -1.7737 0.0352 -0.225
C 22.46019 -0.31291 0.57314 -0.2029 -0.1310 -0.0248 -0.253
C 16.92132 6.30397 -2.15929 0.6711 -0.5519 0.4514 -0.141
C 17.74522 5.86020 -8.16046 0.1906 -0.5151 0.2260 -0.159
C 17.23790 6.59464 -5.85932 0.2816 -1.1012 -1.2282 -0.180
C 24.35165 1.10443 -4.49564 -0.5857 2.0812 0.6516 -0.165
C 16.77875 6.71670 -7.32996 1.0603 1.0352 0.0310 -0.145
C 22.75489 5.83078 0.59404 -0.3395 0.4630 0.9775 -0.150
C 16.79779 2.79370 -5.58229 -0.0091 0.4308 0.4975 -0.207
C 21.94270 2.69624 -7.79395 0.6098 0.0071 1.2226 -0.171
C 18.63117 6.83859 -0.48168 -0.0957 -0.2573 0.3211 -0.182
C 22.79406 -0.76235 2.92648 -1.4586 -0.1590 0.0919 -0.148
C 22.31489 1.20051 -8.00098 -0.3796 0.9617 -0.6359 -0.137
C 18.95912 5.72709 -7.24328 -1.1172 1.8801 -0.1835 -0.192
C 20.03277 10.33895 -3.89620 -0.5655 1.1691 0.7978 -0.171
C 20.67858 3.18551 -1.35423 -0.3790 0.4964 0.9637 -0.190
C 23.05022 7.11411 -0.17186 -0.2312 -0.7112 -2.4862 -0.176
C 21.01890 9.52012 -3.07575 -1.2784 0.2304 0.4581 -0.208
C 20.79604 8.51071 -5.14080 -0.1389 -1.6136 0.0110 -0.210
C 15.55648 3.55539 -6.03741 0.3862 0.2745 0.4089 -0.160
C 17.73690 7.54954 -2.45120 0.0412 1.2953 -0.4172 -0.221
C 23.38961 6.18321 1.99751 -0.4518 -0.8155 -1.9281 -0.184
C 21.02729 4.99433 -2.84027 -0.0949 -0.8865 -0.0714 -0.156
C 19.67517 3.06987 -2.45779 0.5053 -1.1854 -1.2551 -0.159
H 22.86104 9.05392 0.83569 0.1028 0.0933 -0.2120 0.120
H 23.61025 0.77961 -3.76291 -0.1232 -0.6762 -0.2568 0.116
H 19.42444 2.07659 -2.83641 0.3322 -0.3889 0.4952 0.118
H 19.24434 9.97826 -5.89659 -0.1798 -0.6644 0.1504 0.115
H 21.39915 3.09839 -3.76328 -0.1191 -0.2265 -0.0435 0.099
H 21.38662 -0.36454 -6.89743 -0.3826 -0.2313 -0.1070 0.108
H 26.48631 1.04922 -4.41340 0.1174 0.3006 -0.0258 0.110
H 23.07303 4.92787 0.07462 0.7007 0.1371 0.2718 0.095
H 21.43123 -0.57585 0.30515 -0.3909 -0.0091 0.4983 0.119
H 20.29555 11.39437 -3.81801 -0.2571 0.0775 -0.0875 0.112
H 21.38405 8.20975 -6.00894 0.4643 0.2895 0.1648 0.121
H 22.57298 3.14644 -7.02345 0.3121 -0.1285 0.0002 0.101
H 16.43603 6.11211 -5.30128 0.4498 -0.2739 0.3888 0.084
H 22.24922 7.39721 -0.85851 -0.5341 0.2451 0.5614 0.097
H 17.35978 4.86977 -8.40471 -0.1160 0.0490 -0.1106 0.098
H 14.51174 0.47766 -5.09655 0.6109 -0.3178 -1.0254 0.118
H 15.71505 6.52333 -7.45090 0.1082 0.1144 -0.2170 0.107
H 17.14589 3.16662 -4.61558 0.3005 0.3516 -0.0750 0.111
H 21.68327 5.63642 0.64746 -0.0782 0.4148 0.4157 0.084
H 21.99013 3.37924 -8.64182 -0.1612 -0.4179 -0.3311 0.117
H 19.25480 1.22101 -6.65672 -0.2511 0.8161 -0.2251 0.113
H 17.59099 2.87260 -6.32505 0.1644 -0.3423 0.1934 0.109
H 18.09694 6.36985 -9.05738 -0.4538 -0.1400 -0.2431 0.110
H 18.68649 3.50583 -2.31318 0.3326 0.6718 0.3493 0.099
H 14.94024 1.55297 -3.95000 -0.1420 1.0979 0.1557 0.117
H 19.47333 6.69230 -7.29291 0.8269 -0.2059 -0.6411 0.111
H 19.58178 4.87065 -7.49285 0.0296 -0.0473 0.7078 0.110
H 19.01778 10.21775 -3.51542 -0.0137 0.0305 0.0587 0.105
H 22.51348 1.04396 -9.06114 0.0178 -0.3097 0.0537 0.104
H 23.44375 -0.46168 3.74590 0.2097 -0.4915 -0.1088 0.108
H 16.74739 6.03634 0.00095 -0.3185 0.2908 -0.2442 0.103
H 23.69880 3.60934 -3.17218 -0.3823 0.0529 -0.1273 0.103
H 20.10175 7.66922 -5.05033 -0.3200 0.0044 0.5179 0.092
H 23.79250 6.89799 -0.94452 0.5838 0.0582 0.3425 0.108
H 23.63591 0.89316 1.84036 0.0388 0.0225 -0.0433 0.112
H 22.73263 5.81639 2.78425 0.4989 -0.0487 0.3027 0.116
H 24.41511 5.80753 2.00602 -0.0137 -0.3771 0.4954 0.114
H 20.32804 5.80976 -3.03774 -0.3253 0.0661 0.7778 0.102
H 26.54639 3.42939 -3.73668 0.0891 -0.3654 -0.3730 0.111
H 20.90091 10.39925 -5.85151 -0.0607 0.5093 0.1482 0.115
H 17.07348 7.73235 -7.60019 -0.8384 0.2451 -0.2713 0.105
H 21.80171 -0.99052 3.32056 -0.0040 0.5420 0.5183 0.102
H 21.67480 10.20441 -2.53681 0.7531 -0.4391 -0.3362 0.120
H 17.65217 4.79981 -0.65834 0.6315 0.0208 -0.4335 0.098
H 21.54513 2.53035 -1.46395 -0.0671 -0.2350 -0.3331 0.111
H 25.66086 2.95099 -2.34510 -0.0075 0.0687 0.0377 0.106
H 15.71221 3.91632 -7.05316 -0.3149 0.1879 0.0712 0.099
H 18.54692 7.46129 -3.18019 0.0685 -0.8777 -0.1002 0.092
H 20.43153 9.00786 -2.30961 0.2355 -0.4382 0.0917 0.097
H 19.64955 6.50113 -0.68346 -0.0830 -0.3314 -0.3806 0.096
H 21.93483 1.12913 2.14591 -0.1008 -0.1090 0.0950 0.108
H 21.97511 5.37051 -3.22748 0.2693 -0.2504 0.2974 0.112
H 17.11169 5.59127 -2.96244 -0.2275 -0.2587 0.1364 0.091
H 25.70737 0.75507 -2.89242 0.1223 0.0433 0.0485 0.109
H 24.52168 8.46788 0.51034 0.1729 0.2320 0.3915 0.115
H 20.26026 2.96326 -0.37111 0.0943 0.5544 0.2310 0.119
H 17.45160 7.54996 -5.37845 0.1860 0.1044 -0.1468 0.101
H 22.83042 0.18856 -0.32229 0.2761 0.2865 0.2318 0.114
H 24.48343 4.29723 -4.63454 0.1547 0.2705 0.4196 0.129
H 24.44088 0.47946 -5.38125 -0.2784 -0.0029 0.1073 0.114
H 20.62374 1.48196 -5.61364 0.2346 0.2295 0.1447 0.110
H 15.85348 6.45311 -2.00643 0.0173 0.3280 -0.5868 0.111
H 14.41024 2.08352 -6.94178 -0.5801 -0.2293 0.0847 0.118
H 15.39170 4.38860 -5.35498 -0.1716 0.0864 -0.2046 0.095
H 17.12008 8.32283 -2.91434 -0.1151 0.3672 0.5117 0.116
H 20.39918 0.15860 -8.29964 0.2283 -0.1298 -0.1084 0.110
H 23.98074 -2.58806 2.26938 -0.0869 0.0753 0.2068 0.118
H 22.21035 -2.65988 1.95033 -0.0388 -0.2310 0.8214 0.115
H 19.95486 3.90167 -4.42037 0.2777 0.2188 -0.2037 0.106
H 18.59087 7.05006 0.58740 0.1236 0.4570 -0.0582 0.119
H 13.51282 2.97031 -5.65342 -0.1233 -0.3548 -0.0134 0.115
H 23.18801 0.88593 -7.43179 0.0371 0.3071 -0.0051 0.089

=====

Entry 2:
75
Properties=species:S:1:pos:R:3:forces:R:3:lowdin_charge:R:1 method="wB97M-V/def2-TZVPD" charge=+3 total_energy_ha=-2816.34990 e_lumo_ev=-9.50 e_above_lowest_kcal_mol=0.0 spin_multiplicity=1 e_homo_ev=-16.82
Y 0.20954 0.28384 -0.36403 -1.3046 -0.1159 1.7292 0.812
S 0.95608 -1.15210 -2.27503 -0.9620 0.8993 -0.2508 0.826
P -1.40941 0.32127 1.94325 -0.5509 0.1756 1.2938 0.762
P 0.93137 -2.28180 0.84454 -0.2331 -0.3250 1.1234 0.724
P 2.50149 1.07354 0.67258 1.2127 0.2689 0.2663 0.692
P 0.02393 3.71829 -0.39450 -2.1425 0.2978 0.3661 1.042
O -0.91704 2.10465 -0.89488 0.4813 1.1339 0.5159 -0.596
O -0.44980 3.71903 1.19688 0.4531 -0.0200 -1.1702 -0.442
O -0.93120 4.80819 -1.06106 1.0568 -1.1332 0.5219 -0.340
C -0.74981 -4.07390 -4.44752 0.6439 -0.2083 -0.1007 -0.027
C -0.27872 -3.60924 0.50103 -0.1388 0.0457 -0.2452 -0.233
C 1.84307 -3.20931 -3.77572 -0.1223 1.0889 -0.0747 -0.088
C -1.84650 5.72429 -0.41919 -0.5050 0.7896 0.1117 -0.062
C -2.33402 2.19805 -1.21817 0.0190 0.4213 -0.0223 -0.077
C 2.53588 -3.08098 0.49047 0.3421 -0.0216 -0.2665 -0.242
C 0.95966 -2.34002 2.67965 0.2516 -0.2402 -0.0143 -0.258
C -3.02831 -1.36682 -1.50225 0.2789 -0.0686 -0.5906 -0.071
C -2.68528 1.60169 2.16237 -0.2013 0.2602 -0.3070 -0.253
C 0.36718 -4.48881 -5.18689 0.0784 -0.1714 0.1497 -0.016
C 0.69761 -2.61274 -3.20040 0.1570 -1.8136 -0.4767 -0.561
C 2.76773 2.81039 1.07253 -0.0029 0.2352 -0.0442 -0.272
C -2.35180 -1.10047 2.59905 0.0041 -0.3458 -0.0080 -0.240
C 1.67047 -4.11957 -4.81091 -0.2996 -0.2272 0.2924 -0.028
C -0.34596 0.84412 3.34667 0.2687 -0.0628 -0.1035 -0.237
C -2.96360 -1.17185 -2.84426 0.2566 0.3127 1.3828 -0.028
C 3.78550 0.75559 -0.57802 0.0113 0.0533 0.0232 -0.233
C 3.14472 0.25868 2.15246 -0.0918 -0.0497 0.0833 -0.231
C -0.55198 -3.20057 -3.38586 -0.4833 0.8436 0.0396 -0.115
C -0.27813 4.94380 1.99388 0.2388 0.1444 0.2082 -0.079
H -3.30941 -1.88366 -3.58073 0.7679 -0.5005 0.0296 0.083
H 0.24454 -5.17900 -6.01689 -0.0584 0.1894 0.0642 0.128
H 4.71867 1.05446 -0.08089 0.0300 -0.1789 -0.4580 0.076
H 3.81783 -0.30087 -0.88216 0.0972 0.3452 0.1712 0.042
H -1.28003 6.49884 0.12100 -0.2803 -0.3338 -0.3837 0.100
H -2.91533 2.24956 -0.29837 0.0546 0.1298 -0.1463 0.067
H -1.74494 -1.99656 2.75770 -0.2848 0.2790 -0.0526 0.014
H -3.14282 -1.36268 1.88995 0.0032 0.0724 0.1037 0.055
H 3.60433 1.38492 -1.46024 0.1899 -0.1572 0.1850 0.067
H -2.58566 5.26455 0.25192 0.4788 -0.2887 -0.2208 0.103
H 0.36039 0.06649 3.63979 -0.1258 0.1298 0.0350 0.019
H -3.52807 1.42897 1.48918 -0.0257 0.0368 0.1855 0.052
H 2.82751 -2.89995 -3.41471 -0.1478 -0.0213 -0.5336 0.115
H 3.76848 2.83514 1.51668 -0.1638 0.4286 -0.0450 0.074
H -0.52214 -3.64557 -0.56526 0.0696 -0.1223 0.1101 0.026
H -3.03946 1.55429 3.20046 0.0435 -0.0158 -0.2762 0.075
H 2.71441 3.41623 0.15894 0.2398 -0.1028 0.3631 0.033
H 1.31621 -3.32983 2.99204 -0.1408 0.1876 0.0234 0.082
H -2.38458 6.16698 -1.24661 -0.0642 0.2308 -0.0218 0.108
H 1.63844 -1.58865 3.07699 0.0431 -0.1930 0.0054 0.011
H 0.22658 4.68679 2.93255 -0.1358 -0.1157 -0.3108 0.100
H -1.26343 5.36846 2.22137 0.3357 -0.1810 -0.1452 0.101
H 2.40418 -4.17356 0.47517 0.0862 0.3536 0.0858 0.072
H -1.20391 -3.42203 1.05727 0.1563 -0.0538 -0.0969 0.041
H 2.93651 -2.77649 -0.48003 0.0114 -0.0912 0.0511 0.024
H -2.93557 -2.34663 -1.04509 -1.1808 -0.2412 -0.1983 0.058
H -2.62939 1.30255 -1.77158 0.1157 0.2996 -0.0775 0.058
H 2.54603 -4.54155 -5.31828 -0.4527 0.1566 0.2604 0.136
H -0.33466 -0.41599 -2.17902 1.2046 -1.9438 -2.1611 -0.069
H 0.34486 5.67906 1.46141 -0.2415 -0.2041 0.1738 0.100
H -3.23162 -0.56850 -0.78451 0.9609 0.2648 -0.1521 0.037
H -2.25848 2.59060 1.97100 -0.1430 -0.1970 0.0315 0.031
H -0.01923 -2.15556 3.11108 0.1546 -0.1571 -0.0090 0.010
H 2.42894 0.35105 2.97754 0.3518 0.0087 -0.1323 0.037
H 0.20979 1.74742 3.06188 -0.1272 -0.1367 0.0829 0.033
H 2.00585 3.15833 1.78094 0.3481 -0.0291 -0.0488 0.031
H 3.27714 -2.82293 1.26345 -0.2900 -0.1355 -0.2843 0.055
H -2.47275 3.10707 -1.81600 -0.1787 -0.4151 0.0529 0.104
H -1.75862 -4.40877 -4.70013 0.4229 -0.0635 0.1620 0.131
H 3.36396 -0.79597 1.95292 0.0500 0.3395 0.1429 0.034
H 4.05894 0.81174 2.38700 0.0122 -0.3218 0.2109 0.075
H -2.81455 -0.81487 3.55544 0.1394 -0.0668 -0.2901 0.079
H -2.48559 -0.27290 -3.22080 -1.1990 0.5676 -0.3159 0.055
H -0.98979 1.08776 4.19843 0.1357 -0.0784 -0.0953 0.075
H -1.37599 -2.88962 -2.74669 0.1812 -0.0660 -0.4592 0.059
H 0.13975 -4.57635 0.80919 -0.1607 0.2251 -0.0485 0.074

=====

Entry 3:
19
Properties=species:S:1:pos:R:3:forces:R:3:lowdin_charge:R:1 method="wB97M-V/def2-TZVPD" total_energy_ha=-745.98459 e_lumo_ev="-0.28 / -0.28" e_above_lowest_kcal_mol=95.1 spin_multiplicity=1 e_homo_ev="-7.94 / -7.94"
S -1.13051 1.43674 -0.98163 2.1388 -0.5648 0.6456 0.897
O -0.96714 2.74820 -1.62906 -0.2686 0.8327 -0.5989 -0.583
C 0.25076 -2.52773 0.42965 -0.7215 -1.0724 -2.4734 -0.181
C -0.12696 -3.70505 -0.13732 2.3098 3.5238 -1.3420 0.020
C 0.88146 -0.18621 0.19966 -0.5182 -4.8224 1.6777 -0.197
C 0.61015 -1.38334 -0.43014 0.5987 0.4155 1.3238 -0.093
C 1.57727 2.20217 -0.34412 -1.2604 2.7230 -1.3571 0.016
C -1.73346 1.84712 0.66359 1.3117 -0.9809 0.5451 -0.278
C 0.98207 1.08542 -0.24209 -2.8079 0.9933 -1.7547 -0.303
H 0.10555 -3.77266 -1.21379 -0.7030 -0.3906 0.5252 0.067
H 0.71815 -1.66206 -1.49574 -0.2345 0.8560 0.5554 0.119
H 2.56459 2.47468 -0.10106 1.0845 0.0547 0.2911 0.060
H 0.19744 -2.42310 1.47901 0.0771 0.3528 1.0626 0.083
H -1.26941 1.09043 1.36267 -0.4472 1.0650 -0.4900 0.059
H -2.79718 1.73120 0.72695 -0.5970 0.2833 -0.0807 0.029
H 0.80272 -0.30375 1.31278 0.0785 0.2903 -0.8756 0.131
H -1.36013 2.87797 0.77624 -0.3163 -0.4657 0.4275 0.061
H 0.89583 2.99923 -0.82703 1.0850 -0.6800 0.5702 0.081
H -0.20120 -4.52926 0.45141 -0.8095 -2.4136 1.3482 0.013